No. 1
C45H87O33P3 | the ωB97M-V functional and the def2-TZVPD basis

Geometry as XYZ:
```
168
C45H87O33P3, DFT the ωB97M-V functional and the def2-TZVPD basis
C -3.49656 -4.88072 2.12196
O -2.96622 -5.37255 3.36080
C -3.87555 -5.92764 4.15983
O -5.06900 -5.90319 4.00102
O -3.23317 -6.48333 5.18513
C -4.04170 -7.07013 6.19224
H -4.20913 -4.06972 2.23759
H -3.89541 -5.69008 1.51622
H -2.62078 -4.45141 1.63961
H -4.95430 -7.50532 5.78599
H -4.35803 -6.29223 6.89064
H -3.47910 -7.83763 6.71115
C 7.47092 -5.21182 -4.43337
C 6.06568 -5.00800 -3.89238
O 6.20610 -4.55136 -2.52073
P 5.43603 -3.27175 -2.00097
O 5.60778 -3.06129 -0.56964
O 5.93998 -2.14045 -3.00633
C 7.22315 -1.56310 -2.60817
C 7.77788 -0.89469 -3.82888
O 3.93335 -3.43107 -2.46090
C 2.93051 -3.83570 -1.50226
C 2.24447 -2.60852 -0.98889
H 8.02405 -6.01492 -3.94909
H 7.38859 -5.35208 -5.51124
H 8.04546 -4.31445 -4.19756
H 5.57778 -4.23660 -4.48754
H 5.46427 -5.91242 -3.84787
H 7.03041 -0.88596 -1.78197
H 7.91030 -2.35966 -2.31016
H 7.23058 0.00930 -4.10186
H 8.82421 -0.58790 -3.73538
H 7.79266 -1.52346 -4.72384
H 2.30348 -4.51184 -2.08724
H 3.35148 -4.44660 -0.70181
H 2.94351 -2.04424 -0.37404
H 1.85236 -2.00605 -1.81358
H 1.33918 -2.80333 -0.40652
C 0.86377 1.90851 -2.56652
C 1.29032 2.86140 -3.65700
O 0.88368 2.46532 -4.97751
P 1.60695 1.31801 -5.79484
O 1.93016 1.65766 -7.17755
O 2.82727 0.95868 -4.88377
C 3.61864 -0.24668 -4.95323
C 4.41406 -0.49782 -6.20953
O 0.66056 0.04905 -5.63564
C -0.75006 0.12736 -5.91228
C -1.24699 -1.30115 -5.74106
H 1.22453 2.29479 -1.60813
H -0.22472 1.90424 -2.46758
H 1.28214 0.90861 -2.66949
H 0.84074 3.84117 -3.49109
H 2.37018 3.01132 -3.65010
H 4.10268 -0.30795 -3.98433
H 2.84768 -1.02829 -4.97023
H 5.04481 -1.37501 -6.07399
H 3.70658 -0.68315 -7.02404
H 5.00400 0.32088 -6.62725
H -1.23600 0.91970 -5.34643
H -0.90283 0.46048 -6.94783
H -1.12369 -1.64008 -4.71635
H -2.29259 -1.33154 -6.04817
H -0.62794 -1.89243 -6.41176
C -4.98229 6.45760 -1.15842
C -4.57643 6.88158 0.23792
O -3.76316 5.86978 0.87530
P -3.03972 6.24092 2.24052
O -3.74799 7.21578 3.07028
O -2.73668 4.87577 2.94048
C -2.94932 3.57982 2.35314
C -4.39312 3.13368 2.38294
O -1.56942 6.69235 1.83354
C -1.28792 8.02713 1.43285
C 0.19469 8.15774 1.22118
H -5.80587 7.14646 -1.40078
H -4.32432 6.61051 -2.01279
H -5.46680 5.48085 -1.17889
H -3.97311 7.78421 0.17050
H -5.49284 6.96260 0.81624
H -2.50603 3.60908 1.35725
H -2.41774 2.82421 2.92894
H -4.86656 3.30448 3.35094
H -5.03396 3.72694 1.71749
H -4.48085 2.10215 2.04455
H -1.79945 8.24178 0.48251
H -1.71730 8.75623 2.12300
H 0.70552 8.20745 2.18852
H 0.58013 7.38882 0.56142
H 0.45923 9.15481 0.85200
C -8.45525 -3.70886 3.70350
C -7.63109 -2.44112 3.64130
C -6.31881 -2.49341 4.44359
O -5.36159 -1.88803 3.57494
C -5.88749 -1.75494 2.34254
O -5.34916 -1.23288 1.42067
O -7.15721 -2.22563 2.30020
H -9.11989 -3.64104 4.56964
H -7.81569 -4.56645 3.90933
H -9.03586 -3.83455 2.79534
H -8.14532 -1.52267 3.93524
H -6.04275 -3.52579 4.65271
H -6.42156 -1.91933 5.36120
C -0.08072 0.94560 5.32259
C 0.82430 1.93301 4.61738
C 2.03151 1.29625 3.91712
O 2.01175 1.91121 2.61644
C 0.94188 2.71685 2.46905
O 0.70007 3.32759 1.48557
O 0.12774 2.59019 3.53039
H -0.64097 0.36143 4.59573
H -0.72491 1.39021 6.07286
H 0.63867 0.29983 5.84135
H 1.10466 2.78290 5.24343
H 1.90788 0.22794 3.74854
H 3.00361 1.50925 4.35369
C 1.65024 -4.93567 4.14578
C 1.11597 -3.50900 4.05787
C 1.84323 -2.56611 5.04640
O 2.88577 -2.00142 4.22486
C 2.60888 -2.23774 2.93290
O 3.32342 -1.92282 2.03598
O 1.44846 -2.91862 2.79470
H 1.16120 -5.42689 4.98401
H 2.73193 -4.91069 4.27637
H 1.42473 -5.42911 3.20124
H 0.04977 -3.42965 4.25710
H 2.27621 -3.03576 5.92249
H 1.18038 -1.74469 5.32202
C 5.57378 0.55035 1.44697
C 4.70971 0.58383 0.20997
C 3.88930 1.82525 -0.13321
O 4.18030 2.04766 -1.51094
C 5.21926 1.28603 -1.90124
O 5.67967 1.23431 -2.99655
O 5.64132 0.49081 -0.88529
H 6.26683 -0.28430 1.46912
H 5.02896 0.69947 2.38059
H 6.22496 1.43760 1.43100
H 4.01517 -0.25985 0.20342
H 4.11804 2.70062 0.47742
H 2.84117 1.57982 0.02289
C -3.51572 3.20566 -5.30277
C -2.98995 2.72503 -3.97006
C -3.86440 3.07565 -2.73822
O -3.82884 1.91420 -1.93515
C -3.40992 0.86992 -2.69365
O -3.25618 -0.23879 -2.28666
O -3.15333 1.27884 -3.93969
H -4.24877 4.00809 -5.24604
H -3.93709 2.37625 -5.86722
H -2.67536 3.56680 -5.90053
H -1.94179 2.95630 -3.78774
H -4.81784 3.49835 -3.05885
H -3.36822 3.89682 -2.21369
C 0.08268 -0.20061 0.51748
C -1.41031 -0.28859 0.74540
C -2.02751 -1.67525 0.85503
O -2.53096 -1.69067 2.21082
C -2.52370 -0.44695 2.72983
O -3.03907 -0.14924 3.75731
O -1.79424 0.38227 1.95819
H 0.64925 -0.59597 1.36808
H 0.29911 0.87049 0.53221
H 0.36289 -0.72263 -0.39082
H -1.88666 0.30109 -0.04009
H -1.34266 -2.52139 0.79755
H -2.86173 -1.84053 0.17417
```

## Properties
E_tot (a.u.): -5274.267414
SMILES string: CCOP(=O)(OCC)OCC.CCOP(=O)(OCC)OCC.CCOP(=O)(OCC)OCC.C[C@H]1COC(=O)O1.C[C@H]1COC(=O)O1.C[C@H]1COC(=O)O1.C[C@H]1COC(=O)O1.C[C@H]1COC(=O)O1.C[C@H]1COC(=O)O1.COC(=O)OC
HOMO level (Eh): -0.35986
F_max (eV/A): 2.44
M (g/mol): 1249.08

Atomic partial charges in e from the Löwdin method, atoms 1 to 99: C -0.01; O 0.01; C -0.61; O 0.11; O 0.01; C -0.04; H 0.09; H 0.11; H 0.08; H 0.09; H 0.10; H 0.09; C -0.06; C -0.24; O -0.19; P 0.35; O -0.20; O -0.19; C -0.24; C -0.08; O -0.18; C -0.24; C -0.08; H 0.08; H 0.08; H 0.07; H 0.11; H 0.12; H 0.10; H 0.12; H 0.06; H 0.08; H 0.08; H 0.12; H 0.12; H 0.05; H 0.08; H 0.07; C -0.06; C -0.25; O -0.17; P 0.35; O -0.22; O -0.18; C -0.23; C -0.06; O -0.19; C -0.25; C -0.06; H 0.07; H 0.07; H 0.08; H 0.12; H 0.11; H 0.09; H 0.11; H 0.07; H 0.08; H 0.09; H 0.09; H 0.12; H 0.08; H 0.08; H 0.08; C -0.08; C -0.24; O -0.19; P 0.35; O -0.22; O -0.15; C -0.25; C -0.06; O -0.17; C -0.29; C -0.07; H 0.08; H 0.07; H 0.07; H 0.11; H 0.12; H 0.12; H 0.10; H 0.09; H 0.07; H 0.07; H 0.11; H 0.12; H 0.08; H 0.08; H 0.08; C -0.01; C -0.30; C -0.08; O 0.06; C -0.57; O 0.17; O 0.08; H 0.09; H 0.08

***

No. 2
C45H90O45 | the ωB97M-V functional and the def2-TZVPD basis

Geometry as XYZ:
```
180
C45H90O45, DFT the ωB97M-V functional and the def2-TZVPD basis
C -1.28102 3.30511 1.46100
O -2.69157 3.52009 1.39354
C -3.38152 3.12756 0.28554
O -2.98316 2.43319 -0.61504
O -4.59711 3.61407 0.39957
C -5.61754 3.15074 -0.51205
H -0.97079 2.26031 1.47614
H -0.80661 3.74358 2.33893
H -0.86501 3.78782 0.57668
H -5.37748 3.33477 -1.55923
H -6.56745 3.65732 -0.34132
H -5.92613 2.10867 -0.42865
C 1.13581 -3.09126 2.20135
O 1.42523 -4.50494 2.30894
C 1.12873 -5.30138 1.35814
O 0.67993 -4.97489 0.25741
O 1.19865 -6.52970 1.87106
C 1.02574 -7.69570 1.12270
H 1.53406 -2.63239 3.10629
H 0.10354 -2.75023 2.12238
H 1.67535 -2.71206 1.33349
H 1.57844 -7.64317 0.18469
H 0.00738 -7.93044 0.81297
H 1.35896 -8.56699 1.68654
C 4.41646 4.48119 8.23741
O 4.73347 4.02076 6.93671
C 4.51819 2.77439 6.57980
O 3.92146 1.98223 7.24441
O 4.94241 2.63887 5.20831
C 4.80154 1.40360 4.40915
H 4.59567 3.76862 9.04253
H 3.36506 4.76717 8.26670
H 5.07829 5.32649 8.42600
H 3.80909 0.97117 4.53624
H 5.51118 0.67511 4.80134
H 4.97669 1.56751 3.34588
C 4.47050 -4.97828 4.34655
O 3.83932 -4.16594 5.38244
C 3.54857 -2.87830 5.02630
O 4.12030 -2.18333 4.21612
O 2.60668 -2.49896 5.92190
C 1.79550 -1.36851 5.66576
H 5.18029 -4.35037 3.80801
H 3.66071 -5.31049 3.69694
H 4.91749 -5.82598 4.86588
H 1.58014 -0.86217 6.60669
H 0.82455 -1.69208 5.29072
H 2.24274 -0.58365 5.05577
C 1.12720 0.58403 2.06696
O 1.08999 -0.37301 1.03011
C 0.20173 -0.29022 0.03990
O -0.52970 0.61850 -0.16354
O 0.30629 -1.36706 -0.78046
C -0.43032 -1.40869 -1.96087
H 1.39902 1.59413 1.76050
H 1.91002 0.31059 2.77443
H 0.13835 0.59205 2.52545
H -1.50713 -1.33765 -1.80749
H -0.10363 -2.33736 -2.42881
H -0.06918 -0.64761 -2.65256
C -3.51818 -3.92304 -2.82032
O -3.99189 -4.90085 -3.78145
C -5.15276 -4.80321 -4.52204
O -5.78288 -5.74412 -4.96336
O -5.46245 -3.49098 -4.66286
C -6.50942 -3.11431 -5.49189
H -4.38004 -3.40647 -2.39788
H -2.84749 -3.17534 -3.24366
H -3.04142 -4.56460 -2.07924
H -6.42219 -2.02848 -5.53027
H -7.50270 -3.38526 -5.13399
H -6.51408 -3.56882 -6.48260
C -2.47853 0.60206 -3.65324
O -3.81272 1.01520 -3.37745
C -4.84852 0.85853 -4.24987
O -4.67735 0.65925 -5.46346
O -5.95957 1.21442 -3.64119
C -7.17152 1.42748 -4.30504
H -2.53859 -0.48573 -3.68785
H -1.75454 0.84165 -2.87443
H -2.08651 1.11038 -4.53417
H -7.32244 2.19237 -5.06680
H -7.88783 1.70280 -3.53096
H -7.49056 0.52865 -4.83270
C 1.84930 -4.37669 -4.36077
O 1.08485 -4.33046 -5.53818
C -0.21888 -4.28915 -5.43726
O -0.86867 -4.17489 -4.37010
O -0.70031 -4.28489 -6.64292
C -2.07560 -4.21758 -6.80879
H 2.89906 -4.50171 -4.62629
H 1.43142 -5.11199 -3.67316
H 1.69387 -3.44658 -3.81410
H -2.47786 -3.26853 -6.45442
H -2.54158 -4.95978 -6.16064
H -2.38773 -4.43780 -7.82966
C 1.39808 7.72068 6.90576
O 1.83231 6.49236 6.32192
C 0.88384 5.65445 5.77527
O -0.35616 5.82998 5.71781
O 1.45912 4.51548 5.29251
C 0.74228 3.48054 4.61060
H 0.31802 7.79457 7.03268
H 1.81184 8.48213 6.24462
H 1.98066 7.85074 7.81777
H -0.32647 3.69474 4.61195
H 0.85784 2.55187 5.16945
H 0.99992 3.46032 3.55168
C -1.56413 0.49848 -6.99336
O -0.29431 -0.16557 -6.98263
C 0.41087 -0.39494 -5.92913
O 0.03631 -0.19726 -4.79309
O 1.62647 -0.79498 -6.29536
C 2.65604 -0.92753 -5.37094
H -2.24000 0.07293 -6.25160
H -2.11331 0.41919 -7.93156
H -1.46808 1.54988 -6.72238
H 3.41736 -1.58005 -5.79838
H 2.28403 -1.48128 -4.50893
H 2.96545 0.05606 -5.01748
C -2.54002 2.33703 6.20129
O -2.97618 1.26335 5.41605
C -2.05666 0.51020 4.78566
O -0.79598 0.57322 4.83197
O -2.74476 -0.49712 4.13310
C -1.95932 -1.42437 3.36501
H -2.36828 3.24734 5.62688
H -1.60170 2.11193 6.70824
H -3.28250 2.47192 6.98781
H -1.43478 -2.02380 4.10908
H -1.19666 -1.04250 2.68632
H -2.45646 -2.23910 2.83855
C 0.37227 2.97088 -2.11645
O 1.61068 2.67220 -2.80543
C 1.53373 2.80474 -4.13545
O 0.61022 3.10399 -4.85976
O 2.78226 2.55236 -4.68681
C 3.04944 2.65881 -6.04851
H 0.21863 4.04989 -2.10179
H 0.49203 2.54838 -1.11882
H -0.50197 2.46641 -2.52794
H 2.42617 1.96544 -6.61320
H 4.11262 2.45899 -6.18196
H 2.94047 3.63074 -6.52974
C 0.72920 6.19820 -0.11492
O 2.11372 5.89345 -0.24171
C 2.55661 4.68036 0.32241
O 1.86393 3.90784 1.03493
O 3.85594 4.48705 0.03891
C 4.54998 3.33772 0.36781
H 0.64983 6.69665 0.85118
H 0.06066 5.33919 -0.17180
H 0.60189 6.95398 -0.88997
H 4.44698 3.00797 1.40161
H 5.62732 3.49971 0.33305
H 4.42363 2.50165 -0.32004
C -3.03046 -4.77560 0.90105
O -3.92019 -3.85274 0.24996
C -3.47840 -2.56272 0.00757
O -2.39933 -2.15021 0.44951
O -4.45053 -1.85731 -0.55871
C -4.37703 -0.45777 -0.57323
H -2.18699 -4.97352 0.23961
H -3.51241 -5.73548 1.08660
H -2.64027 -4.28304 1.79169
H -3.36953 -0.25929 -0.93882
H -4.51098 -0.09326 0.44524
H -5.07282 0.04160 -1.24748
C 5.75920 -2.17743 1.32227
O 4.91256 -1.97389 0.21172
C 4.35203 -0.75891 -0.14903
O 4.45184 0.27091 0.48772
O 3.70083 -0.92661 -1.32948
C 2.98606 0.07405 -2.00228
H 5.82848 -1.22573 1.84911
H 6.78319 -2.36805 1.00098
H 5.47205 -2.96604 2.01778
H 3.66661 0.89341 -2.23375
H 2.29823 0.52934 -1.28974
H 2.39791 -0.15755 -2.89028
```

## Properties
E_tot (a.u.): -5154.348606
ΔE to the lowest compared entry with this formula, charge and spin (kcal/mol): 133.29
HOMO level (Eh): -0.38484
F_max (eV/A): 4.44
M (g/mol): 1351.17

Atomic partial charges in e from the Löwdin method, atoms 1 to 99: C -0.03; O 0.01; C -0.58; O 0.13; O 0.02; C -0.02; H 0.07; H 0.08; H 0.06; H 0.09; H 0.09; H 0.08; C 0.03; O 0.03; C -0.63; O 0.11; O 0.00; C -0.06; H 0.08; H 0.08; H 0.10; H 0.10; H 0.09; H 0.09; C -0.04; O 0.00; C -0.55; O 0.13; O -0.06; C -0.01; H 0.10; H 0.09; H 0.10; H 0.06; H 0.09; H 0.08; C 0.00; O -0.02; C -0.56; O 0.11; O 0.00; C -0.05; H 0.07; H 0.09; H 0.10; H 0.10; H 0.08; H 0.07; C -0.02; O -0.02; C -0.60; O 0.14; O -0.01; C -0.06; H 0.08; H 0.09; H 0.07; H 0.07; H 0.10; H 0.06; C -0.02; O -0.03; C -0.53; O 0.13; O -0.03; C -0.07; H 0.08; H 0.08; H 0.10; H 0.09; H 0.10; H 0.10; C -0.05; O -0.03; C -0.53; O 0.09; O 0.00; C -0.05; H 0.10; H 0.07; H 0.07; H 0.10; H 0.10; H 0.09; C -0.03; O 0.02; C -0.59; O 0.08; O 0.03; C -0.04; H 0.11; H 0.10; H 0.07; H 0.10; H 0.09; H 0.10; C -0.04; O -0.03; C -0.48